{"formula": "C29H50F30HfN7O17PS8", "method": "wB97M-V/def2-TZVPD", "species": ["Hf", "P", "F", "F", "F", "F", "F", "F", "C", "N", "C", "C", "C", "C", "O", "H", "H", "H", "H", "H", "H", "H", "H", "H", "H", "H", "H", "H", "H", "C", "C", "C", "N", "C", "C", "C", "C", "C", "H", "H", "H", "H", "H", "H", "H", "H", "H", "H", "H", "H", "H", "H", "H", "H", "H", "H", "C", "C", "C", "N", "C", "C", "C", "C", "C", "H", "H", "H", "H", "H", "H", "H", "H", "H", "H", "H", "H", "H", "H", "H", "H", "H", "H", "C", "F", "F", "F", "S", "O", "O", "N", "S", "O", "O", "C", "F", "F", "F", "C", "F", "F", "F", "S", "O", "O", "N", "S", "O", "O", "C", "F", "F", "F", "C", "F", "F", "F", "S", "O", "O", "N", "S", "O", "O", "C", "F", "F", "F", "C", "F", "F", "F", "S", "O", "O", "N", "S", "O", "O", "C", "F", "F", "F"], "positions_angstrom": [[-1.372347, 6.919355, -21.187565], [0.897292, 8.005879, -18.697626], [1.571711, 6.579598, -18.509660], [0.683645, 7.730193, -20.329631], [-0.615506, 7.374297, -18.723536], [0.259472, 9.465094, -18.959794], [0.772986, 8.173886, -17.087254], [2.317066, 8.719871, -18.810037], [5.293639, 7.926530, -15.978775], [6.288925, 7.565899, -17.034810], [5.985864, 6.214996, -17.655817], [6.097074, 8.577582, -18.171667], [7.715544, 7.573892, -16.539232], [7.919336, 6.794058, -15.225081], [7.528850, 5.447336, -15.303325], [4.322577, 8.173538, -16.402971], [5.678197, 8.807519, -15.469302], [5.266879, 6.988829, -15.424415], [4.972247, 6.323982, -18.036857], [5.979137, 5.433441, -16.898959], [6.763966, 5.933661, -18.358351], [6.333777, 9.557449, -17.760809], [5.083244, 8.561420, -18.563619], [6.815968, 8.295387, -18.937350], [7.938015, 8.623887, -16.344585], [8.400085, 7.249384, -17.320039], [7.492411, 7.408179, -14.426784], [8.998895, 6.812688, -15.044494], [7.601042, 5.050875, -14.428345], [-2.257687, 12.827615, -16.226519], [-1.012275, 11.912936, -16.362245], [0.098337, 12.354754, -15.399813], [1.316319, 11.453317, -15.329455], [1.911737, 11.325003, -16.721236], [0.959793, 10.104421, -14.750056], [0.970125, 10.271798, -13.249764], [1.798123, 11.509972, -12.938483], [2.309210, 11.956559, -14.295074], [-2.770169, 13.056105, -17.159406], [-2.003183, 13.776920, -15.752916], [-3.023957, 12.350267, -15.615029], [-0.587635, 11.964569, -17.363239], [-1.395539, 10.902058, -16.223615], [-0.217330, 12.679642, -14.406118], [0.448901, 13.319735, -15.777982], [1.205499, 10.799077, -17.354436], [2.807875, 10.714651, -16.632351], [2.145722, 12.325997, -17.073570], [1.705908, 9.357217, -15.009578], [-0.039246, 9.854554, -15.095504], [1.486079, 9.469267, -12.717777], [-0.022503, 10.256471, -12.800313], [2.601086, 11.357923, -12.220544], [1.254352, 12.356403, -12.513172], [3.307611, 11.561629, -14.494869], [2.400786, 13.014858, -14.544646], [1.477004, 0.184201, -11.760633], [1.606661, 1.564019, -12.367601], [1.009820, 1.865414, -13.737533], [0.917077, 3.385031, -13.934355], [-0.128935, 4.003323, -13.037160], [2.280533, 4.106602, -13.773667], [2.139792, 5.426638, -14.578596], [1.064830, 5.133843, -15.612834], [0.632166, 3.702548, -15.384045], [1.374061, -0.648689, -12.462528], [0.560525, 0.108598, -11.172630], [2.310312, -0.158874, -11.150351], [2.677557, 1.760449, -12.513676], [1.414734, 2.362293, -11.646994], [-0.034840, 1.568580, -13.879957], [1.431891, 1.301414, -14.570711], [-0.584063, 4.799245, -13.622957], [0.300309, 4.406164, -12.125063], [-0.871411, 3.239619, -12.822452], [2.488581, 4.178978, -12.709813], [2.973526, 3.399110, -14.227834], [1.820943, 6.195388, -13.872601], [3.143443, 5.683129, -14.912789], [0.329828, 5.925279, -15.728735], [1.534639, 5.083054, -16.597319], [-0.409586, 3.512112, -15.638995], [1.237880, 3.024295, -15.981262], [-3.169556, 5.561839, -17.167967], [-3.918418, 6.602790, -17.352934], [-1.927806, 5.856065, -16.819500], [-3.634265, 4.782052, -16.206146], [-3.164602, 4.514859, -18.780628], [-2.984541, 3.150856, -18.368713], [-4.387965, 4.870695, -19.424909], [-1.813830, 5.215484, -19.810464], [-0.686085, 4.135114, -19.621253], [0.369512, 4.756324, -20.409789], [-0.315179, 3.934912, -18.235770], [-1.159336, 2.447689, -20.464308], [-2.418643, 2.417665, -20.845742], [-0.439820, 2.232470, -21.543831], [-0.901002, 1.508554, -19.580924], [-4.679490, 9.979567, -19.818413], [-4.430374, 11.262801, -19.781677], [-5.500164, 9.694033, -18.833701], [-5.145245, 9.678369, -20.991906], [-3.034799, 8.972496, -19.396699], [-2.613925, 9.239046, -18.062756], [-3.281733, 7.543494, -19.727738], [-1.937252, 9.107824, -20.784356], [-1.766830, 10.735691, -20.876630], [-2.741195, 11.252601, -21.796376], [-1.665192, 11.454939, -19.642149], [-0.095800, 11.020218, -21.732297], [0.388787, 12.182718, -21.360793], [0.754028, 10.054436, -21.440173], [-0.273618, 11.135664, -23.045215], [3.681032, 10.533576, -20.788562], [4.801216, 9.806437, -20.841424], [3.075794, 10.645469, -21.945239], [2.918624, 9.893163, -19.874693], [4.084553, 12.222259, -20.034038], [2.776399, 12.717912, -19.656593], [5.003824, 11.955525, -18.943648], [4.945956, 13.011298, -21.231430], [4.637547, 14.524376, -20.925906], [3.414509, 14.961436, -21.575158], [4.870287, 15.040924, -19.587933], [6.057162, 15.351563, -21.892228], [6.204683, 16.575222, -21.394956], [7.206708, 14.677177, -21.744138], [5.787371, 15.411679, -23.189542], [1.043226, 3.734553, -23.794596], [2.044445, 4.254713, -24.446059], [0.548307, 2.721285, -24.461585], [1.462828, 3.345949, -22.618082], [-0.368920, 5.024250, -23.638190], [-0.846950, 5.264618, -24.943091], [-1.349413, 4.612563, -22.609764], [0.166487, 6.489954, -22.785702], [1.298526, 7.347970, -23.630051], [1.539726, 6.971136, -24.992546], [1.106391, 8.744142, -23.367223], [2.903368, 6.930784, -22.654197], [3.672497, 7.971065, -22.516381], [2.609441, 6.384337, -21.481180], [3.587253, 6.051620, -23.389241]], "atomic_forces_ev_per_a": [[2.1, -0.5, 2.8], [0.2, 1.7, 1.6], [-0.2, 0.0, -0.4], [0.4, -0.5, -2.0], [-1.0, -0.7, 0.5], [-0.3, -0.4, 0.6], [0.1, 0.0, -0.5], [-3.4, -6.6, 5.0], [0.8, -0.9, -0.2], [-0.4, 0.0, -2.0], [-0.7, 0.1, 1.0], [1.1, -0.1, 0.5], [-0.3, 0.1, 0.8], [1.2, 0.9, -0.5], [-0.8, 0.1, 0.1], [0.1, -0.2, -0.3], [0.0, -0.2, 0.4], [-0.4, 0.6, 0.9], [0.2, -0.3, -0.6], [0.1, 0.3, 0.2], [-0.2, 0.4, -0.4], [-0.1, 0.1, -0.2], [0.0, -0.2, 0.2], [-0.1, 0.3, -0.2], [0.2, 0.0, 0.1], [-0.4, -0.2, -0.2], [-0.4, -0.5, 0.2], [0.0, 0.3, -0.1], [0.2, 0.0, -0.1], [0.1, 0.1, 0.3], [-0.4, 0.2, 0.0], [-0.1, 1.0, -0.2], [0.2, -1.0, 0.3], [0.0, -0.1, 0.8], [-0.6, 0.0, 0.2], [0.1, -0.4, 1.5], [-0.3, 1.7, 0.0], [0.6, 0.8, -1.2], [0.4, -0.1, -0.2], [0.0, 0.1, -0.1], [0.2, 0.0, 0.2], [-0.3, 0.0, -0.1], [0.5, -0.2, 0.1], [-0.2, -0.9, 0.3], [0.4, -0.2, -0.3], [0.0, 0.3, -0.1], [0.1, 0.2, 0.0], [0.1, -0.1, -0.3], [-0.1, 0.2, -0.6], [0.3, -0.4, -0.3], [-0.1, -0.4, -0.5], [-0.1, 0.4, -0.2], [0.1, -0.3, -0.3], [-0.4, -0.3, 0.1], [-0.2, -0.4, -0.4], [0.0, 0.2, 0.7], [-1.1, -1.1, 0.0], [2.0, 0.5, -0.4], [-1.8, 0.1, 0.6], [1.2, 0.0, -0.5], [0.1, -0.2, -0.7], [-0.9, -0.7, -0.2], [0.1, -0.7, 1.8], [1.2, 0.0, -1.6], [-0.9, -0.1, 0.1], [0.0, 0.4, -0.5], [0.1, 0.1, 0.2], [0.1, 0.6, 0.2], [0.1, -0.3, -0.1], [-0.8, -0.2, 0.1], [-0.1, -0.1, 0.6], [0.9, 0.7, 0.0], [-0.1, 0.1, 0.2], [0.1, -0.1, 0.0], [0.0, 0.1, 0.1], [0.1, 0.2, -0.1], [0.2, 0.2, 0.0], [0.0, 0.2, -0.1], [-0.2, 0.2, -0.4], [-0.3, -0.3, 0.4], [-0.1, 0.3, -0.1], [0.0, -0.1, 0.2], [0.0, 0.0, 0.1], [0.8, -1.4, -0.4], [-0.1, 0.4, 0.4], [0.3, 0.8, -0.1], [-0.6, -0.1, -0.1], [-2.4, 1.4, -0.1], [1.0, 1.0, -0.5], [0.7, 0.1, -0.1], [-3.5, -1.2, 1.3], [4.0, 0.5, 0.4], [-0.1, -0.1, -0.7], [-0.8, -0.7, -1.1], [-0.3, -0.2, -0.1], [-0.2, 0.3, 0.3], [0.5, 0.2, 0.2], [-0.1, 0.0, 0.2], [0.2, 1.2, 0.4], [0.2, 0.0, 0.4], [0.0, -0.7, -0.1], [0.1, -0.9, 0.0], [0.6, -1.7, -1.6], [-0.3, 0.3, -0.8], [0.1, -0.6, -0.4], [-0.9, -0.5, 2.3], [1.5, 3.9, -3.2], [0.3, -1.0, 0.1], [-0.1, -1.4, 0.7], [0.2, 0.8, -0.8], [-0.2, 0.0, 0.9], [-0.6, 0.2, 0.4], [-0.4, -0.9, 0.2], [0.8, 1.7, 1.3], [0.3, -0.2, -0.8], [0.4, -0.4, -0.2], [2.8, 5.6, -5.6], [1.6, 0.4, -0.6], [0.4, -0.3, -0.3], [-0.5, -0.9, 0.1], [-1.8, -2.2, 2.2], [-0.3, 3.8, -1.2], [0.8, -0.2, 0.4], [-0.1, -1.1, -0.4], [-0.4, -0.8, 0.4], [0.0, -0.1, -0.3], [-0.1, 0.2, 0.1], [-0.1, 0.2, -0.1], [0.4, -0.2, 0.1], [-0.1, 0.4, -0.4], [-0.5, 0.0, 0.0], [0.0, 0.2, 0.4], [-0.8, 1.4, 1.7], [0.3, 0.0, -0.2], [0.1, 0.9, -0.1], [-1.4, -1.7, -1.5], [2.3, 2.6, -0.6], [-0.8, -0.9, 1.2], [-0.6, -1.1, 0.1], [-0.2, -1.0, -1.3], [-0.2, 0.7, 0.3], [0.1, 0.1, 0.2], [-0.1, -0.3, 0.2]], "lowdin_charge": [2.10, 0.26, -0.10, -0.23, -0.21, -0.13, -0.13, -0.13, 0.02, -0.35, 0.02, 0.03, -0.08, -0.23, -0.05, 0.10, 0.12, 0.09, 0.11, 0.09, 0.12, 0.11, 0.09, 0.12, 0.14, 0.15, 0.12, 0.14, 0.11, -0.06, -0.21, -0.11, -0.24, 0.05, -0.11, -0.15, -0.14, -0.09, 0.08, 0.08, 0.08, 0.09, 0.09, 0.14, 0.15, 0.08, 0.10, 0.12, 0.12, 0.12, 0.11, 0.12, 0.12, 0.12, 0.13, 0.15, -0.08, -0.23, -0.11, -0.25, 0.05, -0.07, -0.12, -0.16, -0.12, 0.08, 0.08, 0.08, 0.11, 0.11, 0.14, 0.14, 0.11, 0.11, 0.12, 0.13, 0.14, 0.11, 0.10, 0.10, 0.10, 0.14, 0.14, -0.67, 0.19, 0.14, 0.17, 0.75, -0.24, -0.24, -0.42, 0.60, -0.35, -0.26, -0.66, 0.17, 0.16, 0.18, -0.67, 0.18, 0.20, 0.22, 0.77, -0.22, -0.45, -0.40, 0.61, -0.23, -0.25, -0.66, 0.19, 0.08, 0.16, -0.64, 0.12, 0.17, 0.03, 0.63, -0.32, -0.34, -0.28, 0.56, -0.31, -0.31, -0.66, 0.14, 0.12, 0.14, -0.68, 0.20, 0.21, 0.18, 0.75, -0.19, -0.38, -0.43, 0.65, -0.22, -0.26, -0.65, 0.19, 0.13, 0.14], "multiplicity": 1, "charge": 2, "gap_ev": 4.076, "e_homo_ev": -11.2, "lumo_energy_ev": -7.17}